## one
DFT (ωB97M-V/def2-TZVPD) results for a cluster of 2 separate species, C5H13NO2 in total.

Cartesian coordinates (Å):
1 C 0.40 -2.39 -0.65
2 C 0.12 -0.89 -1.20
3 N 0.15 0.31 -0.44
4 C 0.04 0.00 0.96
5 C -0.15 1.30 1.69
6 C 1.19 1.87 2.22
7 O 0.08 -0.80 -2.41
8 H 1.40 -2.47 -1.34
9 H -0.31 -3.07 -0.97
10 H 0.44 -2.51 0.43
11 H 0.36 1.25 -0.74
12 H 0.77 -0.65 1.41
13 H -0.99 -0.49 1.01
14 H -0.81 1.19 2.63
15 H -0.68 2.03 1.23
16 H 1.84 1.61 1.49
17 H 1.09 2.96 2.12
18 H 1.47 1.62 3.20
19 H -2.09 -1.06 -3.64
20 H -1.83 0.38 -3.33
21 O -2.49 -0.21 -3.68

**LUMO energy (spin up / spin down)**: -0.150 / -0.339 Ha
**Charge**: +1
**Orbital gap (spin up / spin down)**: 10.254 / 5.117 eV
**Multiplicity**: 2

## two
DFT (ωB97M-V/def2-TZVPD) results for a cluster of 2 separate species, C5H13NO2 in total.

Cartesian coordinates (Å):
1 C 1.12 1.73 2.15
2 C -0.19 0.94 2.03
3 C -0.67 0.98 0.57
4 C -0.25 -0.26 -0.20
5 C -1.28 -1.32 -0.37
6 N -1.30 -2.11 -1.42
7 O -2.16 -1.51 0.52
8 H 1.60 1.81 3.12
9 H 0.85 2.78 1.99
10 H 1.90 1.30 1.52
11 H -0.01 -0.05 2.47
12 H -0.96 1.35 2.68
13 H -1.76 1.07 0.53
14 H -0.29 1.90 0.13
15 H 0.13 -0.05 -1.21
16 H 0.59 -0.76 0.30
17 H -1.96 -2.87 -1.48
18 H -0.63 -1.92 -2.17
19 H 1.45 -0.51 -3.26
20 H 2.32 -1.18 -4.16
21 O 1.48 -1.32 -3.76

**LUMO energy (spin up / spin down)**: -0.149 / -0.325 Ha
**Charge**: +1
**Orbital gap (spin up / spin down)**: 11.087 / 6.301 eV
**Multiplicity**: 2

Ordering by calculated energy gives the sequence two, one, with the first entry being the most stable.

## one
DFT (ωB97M-V/def2-TZVPD) results for an isolated molecule of C2H6N4.

Cartesian coordinates (Å):
1 H -1.41 -1.18 1.28
2 N -0.48 -1.46 1.71
3 C 0.48 -0.93 1.11
4 N 0.44 0.07 0.05
5 N 1.67 0.59 -0.21
6 C -0.74 0.41 -0.69
7 N -1.95 0.06 -0.39
8 H -2.53 0.40 -1.16
9 H 1.57 -1.06 1.21
10 H 1.80 0.62 -1.26
11 H 1.71 1.54 -0.01
12 H -0.57 0.95 -1.63

**LUMO energy**: 0.022 Ha
**Orbital gap**: 9.881 eV
**SMILES string**: [H]/N=C\N(N)/C=N/[H]

## two
DFT (ωB97M-V/def2-TZVPD) results for a structure of composition C2H6N4.

Cartesian coordinates (Å):
1 N 0.29 -0.79 -0.65
2 C -0.10 0.52 -0.49
3 N 1.49 -1.12 -0.08
4 C -1.11 0.73 0.66
5 N 0.53 1.47 -1.04
6 N -1.70 -0.16 1.30
7 H -0.64 -1.49 -0.13
8 H 1.93 -0.35 0.43
9 H 2.05 -1.76 -0.63
10 H 0.09 2.38 -0.86
11 H -1.49 -1.22 0.67
12 H -1.33 1.79 0.83

**LUMO energy**: 0.013 Ha
**Orbital gap**: 8.939 eV

## three
DFT (ωB97M-V/def2-TZVPD) results for a structure of composition C2H6N4.

Cartesian coordinates (Å):
1 C 0.65 -0.95 -0.05
2 N -1.99 -0.34 -0.08
3 C 1.68 1.42 0.22
4 N -0.62 1.33 0.41
5 N -0.77 0.22 -0.35
6 N 0.52 1.84 0.23
7 H -2.12 -0.69 0.86
8 H -2.24 -1.01 -0.80
9 H 2.48 1.91 -0.31
10 H 0.86 -1.10 1.01
11 H 0.02 -1.75 -0.43
12 H 1.52 -0.87 -0.70

**LUMO energy (spin up / spin down)**: 0.004 / 0.004 Ha
**Orbital gap (spin up / spin down)**: 7.901 / 7.902 eV

## four
DFT (ωB97M-V/def2-TZVPD) results for an isolated molecule of C2H6N4.

Cartesian coordinates (Å):
1 C -0.25 -0.41 -1.05
2 N 0.92 0.26 -0.51
3 N 1.65 -0.55 0.23
4 N -0.50 1.10 0.73
5 C -1.42 -0.07 0.05
6 N -2.49 -0.48 0.36
7 H 1.26 -1.40 0.63
8 H 2.47 -0.13 0.64
9 H -0.63 2.04 0.36
10 H -0.38 1.07 1.74
11 H -0.51 0.05 -2.01
12 H -0.13 -1.49 -1.17

**LUMO energy (spin up / spin down)**: -0.019 / -0.018 Ha
**Orbital gap (spin up / spin down)**: 6.794 / 6.867 eV

Ordering by calculated energy gives the sequence one, two, four, three, with the first entry being the most stable.

## one
DFT (ωB97M-V/def2-TZVPD) results for a structure of composition CH4N2OS.

Cartesian coordinates (Å):
1 C 0.23 0.28 0.05
2 H 1.96 1.62 0.23
3 H 0.28 2.11 -0.75
4 H -1.51 0.85 1.15
5 H -1.72 -1.27 1.33
6 N 0.86 1.55 0.08
7 N -1.18 0.61 -0.11
8 O -2.03 -0.53 -0.19
9 S 1.13 -0.99 -0.04

**LUMO energy**: -0.067 Ha
**Orbital gap**: 7.061 eV

## two
DFT (ωB97M-V/def2-TZVPD) results for a structure of composition CH4N2OS.

Cartesian coordinates (Å):
1 C -0.44 0.61 0.68
2 H 1.17 -0.84 1.66
3 H -0.04 0.30 2.78
4 H -1.08 0.66 -1.24
5 H 2.05 -0.72 -2.03
6 N 0.01 -0.17 1.71
7 N 0.14 0.47 -0.62
8 O -1.37 1.44 1.04
9 S 0.65 -1.04 -1.33

**LUMO energy**: 0.006 Ha
**Orbital gap**: 10.004 eV

Ordering by calculated energy gives the sequence two, one, with the first entry being the most stable.

## one
DFT (ωB97M-V/def2-TZVPD) results for an isolated molecule of CH4N2OS.

Cartesian coordinates (Å):
1 H 2.58 1.38 0.68
2 N 2.00 0.82 0.04
3 N 1.27 0.06 0.68
4 C 0.29 -0.48 -0.27
5 S -1.12 0.56 0.29
6 O -2.45 -0.45 -0.21
7 H 0.30 -1.55 -0.25
8 H 0.31 -0.18 -1.27
9 H -3.18 -0.16 0.32

**LUMO energy**: 0.010 Ha
**Orbital gap**: 9.012 eV
**SMILES string**: [H]/N=N/CSO

## two
DFT (ωB97M-V/def2-TZVPD) results for a structure of composition CH4N2OS.

Cartesian coordinates (Å):
1 C -0.89 -0.79 0.53
2 N -0.34 -1.96 0.83
3 N -0.13 1.72 -0.97
4 O -1.88 -0.17 0.38
5 S 0.95 0.51 -0.36
6 H -0.80 -2.51 1.67
7 H 0.64 -2.26 0.59
8 H -0.96 1.15 -0.92
9 H -0.23 2.58 -0.39

**LUMO energy (spin up / spin down)**: 0.006 / 0.006 Ha
**Orbital gap (spin up / spin down)**: 7.892 / 7.893 eV

Ordering by calculated energy gives the sequence two, one, with the first entry being the most stable.